[1]
Here is a molecular structure, C37H49MoN2O6S from the Open Molecules 2025 dataset. Energies are from ωB97M-V/def2-TZVPD.

Its lowest unoccupied orbital energy (spin up / spin down) is -4.95 / -6.00 eV. As for the spin multiplicity: 3. For the HOMO-LUMO gap (spin up / spin down), the calculation gives 6.293 / 5.331 eV. Its total charge is +1.

Atoms and positions in Å:
Mo (0.122, -0.084, 0.386)
S (1.993, -1.844, -0.636)
O (1.415, 1.002, -0.174)
O (1.096, -3.001, -0.809)
O (-0.294, -0.795, 2.062)
O (-0.126, -2.338, 3.696)
O (-1.618, -0.433, 0.062)
O (3.707, -0.159, -3.215)
N (1.828, -1.271, 0.933)
N (-0.139, 0.137, -1.716)
C (1.539, -2.260, 1.950)
C (2.767, 0.463, -4.076)
C (1.931, 1.108, -1.427)
C (-4.097, -0.087, -2.579)
C (3.562, 4.114, -1.909)
C (3.887, -3.642, -1.364)
C (1.027, 0.465, -2.391)
C (2.050, 1.104, -6.395)
C (3.800, 2.841, -1.074)
C (3.623, 1.250, -3.088)
C (-1.389, -0.019, -2.184)
C (-5.323, 0.321, -5.140)
C (3.106, 0.363, -5.565)
C (-3.793, 0.284, -5.102)
C (4.729, -1.744, -0.122)
C (4.486, 0.955, -5.866)
C (6.020, -2.202, -0.322)
C (7.679, -3.806, -1.324)
C (-5.458, 1.060, -0.169)
C (-3.668, -0.248, -1.257)
C (3.122, -1.130, -5.922)
C (1.370, 0.271, -3.684)
C (-5.724, -1.423, -0.426)
C (0.280, -1.822, 2.706)
C (-2.291, -0.270, -1.082)
C (-3.308, -0.898, -5.959)
C (5.306, 2.550, -0.997)
C (-1.889, 0.154, -3.479)
C (5.188, -4.084, -1.558)
C (3.078, 1.726, -1.807)
C (3.679, -2.482, -0.641)
C (-3.250, 0.109, -3.687)
C (-4.725, -0.293, -0.145)
C (-4.168, -0.501, 1.268)
C (6.269, -3.361, -1.059)
C (3.268, 3.083, 0.341)
C (-3.268, 1.604, -5.693)
H (-1.217, 0.356, -4.299)
H (7.696, -4.777, -1.815)
H (1.329, -3.243, 1.516)
H (-5.163, -0.101, -2.752)
H (4.497, 2.035, -5.710)
H (-6.215, -1.308, -1.394)
H (-3.720, 1.773, -6.670)
H (3.890, -1.646, -5.345)
H (5.785, 2.627, -1.974)
H (2.159, -1.601, -5.707)
H (0.666, -0.098, -4.415)
H (2.499, 4.357, -1.948)
H (-6.497, -1.418, 0.342)
H (8.188, -3.091, -1.973)
H (8.249, -3.872, -0.397)
H (1.818, 2.078, -5.957)
H (-3.507, 0.311, 1.569)
H (4.536, -0.846, 0.452)
H (6.853, -1.647, 0.095)
H (5.490, 1.549, -0.602)
H (4.476, 1.782, -3.488)
H (-3.658, -1.844, -5.543)
H (2.206, 3.326, 0.335)
H (2.351, -2.345, 2.673)
H (-5.716, 1.145, -4.542)
H (4.738, 0.767, -6.909)
H (-2.219, -0.931, -6.013)
H (-5.651, 0.473, -6.168)
H (-5.226, -2.394, -0.402)
H (3.337, -1.256, -6.984)
H (1.126, 0.530, -6.481)
H (-5.760, -0.617, -4.793)
H (-5.001, -0.523, 1.971)
H (5.257, 0.489, -5.249)
H (5.786, 3.272, -0.335)
H (3.037, -4.193, -1.745)
H (-6.214, 1.084, 0.617)
H (-2.185, 1.592, -5.827)
H (-4.758, 1.880, 0.004)
H (2.428, 1.266, -7.404)
H (3.924, 3.995, -2.932)
H (-3.631, -1.444, 1.361)
H (4.089, 4.955, -1.456)
H (-5.958, 1.231, -1.123)
H (3.798, 3.930, 0.778)
H (-3.696, -0.802, -6.973)
H (-3.524, 2.445, -5.046)
H (3.425, 2.214, 0.981)
H (5.360, -4.998, -2.113)


[2]
Here is C3H8N4O in the gas phase from the Open Molecules 2025 dataset. Energies are from ωB97M-V/def2-TZVPD.

Its lowest unoccupied orbital energy is 0.74 eV. The calculation puts the energy above the lowest of the compared OMol25 structures with the same formula, charge and spin at 106.17 kcal/mol. For the HOMO-LUMO gap, the calculation gives 8.618 eV. Its total charge is 0. The SMILES is CN(O)/C=N\C=N/N.

Atoms and positions in Å:
O (-2.858, -0.546, -0.126)
N (0.598, -1.113, 0.239)
N (-1.589, -0.056, 0.155)
N (2.355, 0.369, 0.385)
N (2.922, -0.213, -0.656)
C (1.209, -0.007, 0.811)
C (-0.683, -1.113, -0.048)
C (-1.365, 1.293, -0.264)
H (2.652, -1.180, -0.785)
H (-3.134, -0.861, 0.770)
H (-0.270, 1.523, -0.131)
H (-1.817, 2.018, 0.417)
H (-1.155, -1.935, -0.548)
H (-1.719, 1.412, -1.334)
H (0.966, 0.408, 1.812)
H (3.889, 0.000, -0.697)


[3]
Here is a molecular structure, C21H27NO2P2Y from the Open Molecules 2025 dataset. Energies are from ωB97M-V/def2-TZVPD.

Its lowest unoccupied orbital energy is -3.13 eV. The calculation puts the energy above the lowest of the compared OMol25 structures with the same formula, charge and spin at 0.00 kcal/mol. For the HOMO-LUMO gap, the calculation gives 7.295 eV. Its total charge is +1.

Atoms and positions in Å:
Y (-0.107, 1.313, 0.877)
P (-2.620, 1.526, -0.425)
P (1.140, 1.958, -1.542)
O (0.127, -0.662, 3.242)
O (1.757, 1.576, 1.627)
N (-0.096, -0.580, 0.143)
C (-2.654, -0.176, -1.197)
C (-3.115, 2.561, -1.841)
C (1.768, 0.263, -1.989)
C (3.878, -1.751, 0.496)
C (2.921, 1.272, 2.357)
C (-0.917, -2.560, 1.245)
C (-2.423, -1.300, -0.209)
C (-3.457, -2.148, 0.183)
C (2.900, -2.359, 1.283)
C (1.556, -2.077, 1.043)
C (0.624, 2.615, -3.159)
C (-4.155, 1.470, 0.554)
C (0.372, -1.847, 3.133)
C (-1.968, -3.387, 1.635)
C (1.212, -1.121, 0.093)
C (-3.242, -3.176, 1.105)
C (-1.139, -1.507, 0.364)
C (3.517, -0.903, -0.557)
C (2.736, 2.801, -1.268)
C (0.448, -2.642, 1.924)
C (2.183, -0.599, -0.810)
H (-2.389, 2.470, -2.658)
H (-0.337, 3.131, -3.031)
H (0.502, 1.805, -3.891)
H (-4.216, 2.397, 1.138)
H (-3.140, 3.606, -1.506)
H (2.931, 2.844, -0.188)
H (3.771, 1.110, 1.679)
H (1.368, 3.336, -3.524)
H (0.952, -0.218, -2.553)
H (3.158, 2.097, 3.044)
H (0.675, -3.696, 2.123)
H (-1.876, -0.177, -1.977)
H (2.627, 0.429, -2.653)
H (-3.640, -0.278, -1.670)
H (2.771, 0.356, 2.943)
H (3.158, -3.049, 2.090)
H (4.288, -0.467, -1.199)
H (0.583, -2.693, 3.790)
H (-4.069, -3.817, 1.407)
H (-1.773, -4.181, 2.359)
H (-4.139, 0.621, 1.248)
H (-4.114, 2.270, -2.194)
H (-4.453, -1.994, -0.240)
H (3.558, 2.268, -1.766)
H (2.656, 3.820, -1.669)
H (-5.031, 1.394, -0.103)
H (4.932, -1.948, 0.693)


Respective F_max values: 3.0, 3.4, 3.7 eV/Å.